# C5H8N3

A gas-phase ion, C5H8N3 (charge +1) (ωB97M-V/def2-TZVPD, the OMol25 dataset).

The geometry in XYZ format:
```
16
Properties=species:S:1:pos:R:3
C 1.96373 -0.02976 1.70075
C 1.47238 0.37561 0.53999
N 0.20601 0.13485 0.14372
C -0.81640 -0.82432 1.03787
C -1.84730 -1.00369 0.20642
N -1.58687 -0.33458 -0.97564
C -0.42735 0.28897 -1.03406
N -0.15362 1.24340 -1.94811
H 2.99073 -0.02450 1.90029
H 1.28432 -0.39448 2.49087
H 2.18658 0.83725 -0.21794
H -0.37498 -1.17373 1.94909
H -2.64299 -1.74738 0.29658
H -2.24541 -0.66298 -1.67566
H -0.60105 1.41718 -2.83467
H 0.59223 1.89818 -1.57954
```

Results
total charge: +1
frontier orbital gap: 9.6 eV
maximum force: 6.02 eV/Å
SMILES string: C=Cn1cc[nH]c1=[NH2+]
E_LUMO: -3.62 eV
HOMO level: -13.229 eV

Mulliken charges in e:
1 C -1.061
2 C 0.608
3 N -0.016
4 C -0.222
5 C -0.442
6 N -0.097
7 C 0.515
8 N -0.381
9 H 0.284
10 H 0.200
11 H 0.189
12 H 0.348
13 H 0.351
14 H 0.276
15 H 0.229
16 H 0.219